[1]
Density functional theory data (wB97M-V/def2-TZVPD) for the ion C6H6N with charge +1 at a distorted geometry.

XYZ file:
```
13
Properties=species:S:1:pos:R:3:forces:R:3
C 0.96918 0.18610 -0.26331 -0.775 1.418 1.029
C 0.53228 -1.13575 -0.57180 -1.047 0.026 0.268
C 0.81652 1.68493 -0.29634 0.162 0.697 -0.301
C -1.02057 -0.00914 1.17944 -0.444 -0.164 0.231
C -0.74449 -0.33738 -0.28232 -0.084 -0.844 -0.022
C 0.05859 0.78582 0.61781 1.192 -0.133 -0.451
N 1.01972 -2.23058 -0.73793 1.165 -1.365 -0.520
H 1.63172 2.23989 0.15228 0.010 -0.040 0.039
H 0.33596 2.17455 -1.13573 -0.010 -0.045 -0.035
H -1.94422 0.50315 1.42602 0.042 0.013 -0.161
H -0.74608 -0.77850 1.89467 0.097 0.007 -0.095
H -1.38695 -0.01202 -1.08809 0.108 0.289 -0.043
H 0.47834 -3.07107 -0.89470 -0.415 0.141 0.061
```
Forces are in eV/Å.

- HOMO-LUMO gap: 0.372 Ha
- E_LUMO: -4.938 eV
- E: -7796.3057 eV
- Total charge: +1
- HOMO: -15.072 eV

Atomic partial charges in e from the Löwdin method, atoms 1 to 5: C 0.08; C -0.26; C 0.09; C 0.06; C 0.03

[2]
Density functional theory data (wB97M-V/def2-TZVPD) for a structure of composition C18H23BeN4O2PS3.

XYZ file:
```
52
Properties=species:S:1:pos:R:3:forces:R:3
Be 1.66668 -1.25519 0.54599 -0.296 -0.325 -0.193
C 2.17433 0.92044 -4.38987 0.011 0.014 -0.001
C 2.49415 1.96549 -3.52705 -0.004 -0.003 -0.030
C 2.57019 1.74368 -2.16579 0.001 0.095 0.059
C 2.32027 0.46531 -1.67988 0.003 -0.136 0.216
C 2.00242 -0.58535 -2.52955 -0.048 -0.051 -0.020
C 1.93218 -0.35192 -3.89358 -0.009 0.002 0.007
N 2.36154 0.16064 -0.28715 -0.073 0.101 -0.202
N 2.77672 1.03659 0.48710 0.133 -0.013 0.308
C 2.75311 0.56650 1.83591 -0.031 0.059 -0.262
C 3.28232 1.32966 2.84453 0.064 0.118 0.152
C 3.24536 0.80301 4.12937 0.023 0.039 -0.046
C 2.69088 -0.44778 4.33898 -0.057 -0.034 0.015
C 2.18131 -1.14807 3.25702 -0.125 0.020 0.089
N 2.21687 -0.63944 2.03389 0.190 0.072 -0.170
H 2.11273 1.10345 -5.45505 0.002 0.002 0.012
H 2.68034 2.95659 -3.91950 -0.008 -0.015 -0.001
H 2.80509 2.54467 -1.47884 -0.004 -0.008 -0.008
H 1.80906 -1.57225 -2.12833 -0.007 0.050 -0.068
H 1.68070 -1.16439 -4.56167 0.007 0.002 0.009
H 3.69327 2.30236 2.61730 0.005 -0.009 0.026
H 3.64830 1.36741 4.95927 -0.014 0.007 0.001
H 2.63685 -0.87958 5.32742 0.013 -0.002 -0.005
H 1.71899 -2.12104 3.35850 0.029 -0.009 -0.007
C -2.04704 0.74302 -2.24827 0.046 -0.016 -0.032
C -2.20151 1.59906 -1.00602 0.016 -0.024 0.038
C -1.06141 2.57570 -0.81390 0.036 0.028 -0.046
O -2.42658 0.76409 0.15642 -0.085 -0.060 -0.095
P -1.39257 0.07708 1.16094 -0.009 0.126 -0.013
S -0.38834 1.31622 2.26636 0.085 -0.004 0.047
S -0.33360 -1.27876 0.03850 0.095 -0.080 0.116
O -2.40446 -0.72028 2.07750 0.111 -0.112 0.152
C -3.58391 -1.50202 1.75289 0.010 0.088 -0.028
C -4.78964 -0.58361 1.70329 -0.032 -0.002 -0.044
C -3.43375 -2.34682 0.50509 -0.074 -0.015 -0.061
H -1.99928 1.39053 -3.12658 -0.017 -0.015 0.011
H -2.89705 0.06885 -2.36229 0.021 0.005 0.012
H -1.13499 0.14695 -2.20180 -0.031 0.038 -0.024
H -3.13473 2.15871 -1.07796 -0.039 0.030 0.009
H -0.11097 2.04881 -0.73331 0.068 -0.007 -0.027
H -1.19256 3.16961 0.08904 -0.011 -0.007 -0.034
H -1.01913 3.23743 -1.68103 0.005 0.003 -0.001
H -3.67217 -2.15777 2.61928 -0.003 -0.041 0.011
H -4.72716 0.08580 0.84592 -0.004 -0.019 0.010
H -4.85362 0.01676 2.61026 0.013 -0.012 0.005
H -5.69725 -1.18386 1.61572 -0.003 0.016 0.010
H -3.34633 -1.72391 -0.38682 -0.002 -0.015 0.024
H -4.32891 -2.96344 0.40338 0.009 0.000 -0.015
H -2.56542 -3.00008 0.55412 -0.010 0.001 0.030
S 2.66764 -3.05523 0.21384 -0.129 -0.003 -0.041
C 1.64437 -3.75567 -0.93860 0.113 0.079 0.076
N 0.97674 -4.22796 -1.75498 0.013 0.040 0.027
```
Forces are in eV/Å.

- HOMO-LUMO gap: 0.234 Ha
- E_LUMO: -1.893 eV
- E: -71296.0826 eV
- HOMO: -8.252 eV

Atomic partial charges in e from the Löwdin method, atoms 1 to 5: Be -0.30; C -0.07; C -0.07; C -0.02; C -0.24

[3]
Density functional theory data (wB97M-V/def2-TZVPD) for a structure of composition C11H17ClINO2PSTi at a distorted geometry.

XYZ file:
```
36
Properties=species:S:1:pos:R:3:forces:R:3
C -0.26013 0.36620 -2.64857 0.432 1.306 0.046
C 0.11982 -1.04356 -3.13540 -0.103 1.105 -2.834
H -0.65480 0.92962 -3.50645 -0.118 -0.415 -0.020
H 0.62424 0.95739 -2.32871 -0.583 -0.462 -0.377
H -1.06378 0.37441 -1.86246 0.692 -0.398 -0.787
O 1.05758 -1.34487 -3.86744 -1.823 0.929 1.793
I 0.13004 -2.88592 -1.36413 -0.124 -2.013 2.291
Ti -0.40257 1.87424 0.07411 1.900 -0.384 0.125
P 2.36112 0.44786 -0.80363 2.416 1.345 0.574
C 3.48246 -0.89550 -1.37049 -0.394 -1.365 -0.156
C 3.13374 1.59800 -2.06266 -0.799 0.332 0.050
H 2.91136 1.87471 1.09734 0.413 -0.259 0.048
H 4.39588 1.03474 0.43421 -0.503 0.027 0.258
H 3.18540 0.12775 1.43666 0.202 0.426 -0.091
C 3.32884 0.93637 0.70056 -0.536 -0.170 -0.141
H 2.83402 2.63975 -1.88936 0.124 -0.131 -0.226
H 4.23435 1.51217 -2.01008 -0.648 0.110 0.092
H 4.47341 -0.48368 -1.64050 -0.669 0.060 0.280
H 3.06298 -1.37627 -2.26442 0.169 0.035 0.207
H 2.80050 1.26941 -3.06165 0.184 0.255 0.267
H 3.64712 -1.65763 -0.60122 -0.227 0.066 -0.119
C -1.06134 -1.94417 -2.77479 1.096 0.595 -1.403
O -2.17225 -1.96323 -3.15344 -0.056 -0.355 0.528
Cl -0.07410 2.98896 1.91542 -0.077 -0.253 -0.553
S -2.28840 0.75523 0.22147 -1.856 -1.302 0.416
C -3.02578 -0.02431 1.67483 0.482 1.105 0.785
N -3.21926 0.83750 2.71751 0.176 -0.644 0.708
C -3.50986 0.42195 3.99368 0.056 -0.043 -1.114
C -3.71012 -0.93204 4.20991 0.125 0.000 0.005
C -3.59420 -1.84048 3.14281 -0.289 0.589 0.311
C -3.27655 -1.37316 1.86588 0.328 0.157 -0.522
H -3.06737 1.83069 2.54052 0.002 -0.240 0.167
H -3.53759 1.19668 4.76624 -0.165 -0.343 -0.365
H -3.94364 -1.27265 5.21829 0.088 0.061 -0.304
H -3.75256 -2.90524 3.32697 0.049 0.334 -0.165
H -3.16857 -2.03095 1.00902 0.033 -0.062 0.230
```
Forces are in eV/Å.

- Spin multiplicity: 2
- HOMO-LUMO gap (spin up / spin down): 0.222 / 0.238 Ha
- E_LUMO (spin up / spin down): -8.879 / -8.429 eV
- E: -81112.7786 eV
- Total charge: +2
- HOMO (spin up / spin down): -14.908 / -14.908 eV

Atomic partial charges in e from the Löwdin method, atoms 1 to 5: C -0.10; C -0.62; H 0.12; H -0.02; H -0.02

[4]
Density functional theory data (wB97M-V/def2-TZVPD) for a structure of composition C5H9CaO2 at a distorted geometry.

XYZ file:
```
17
Properties=species:S:1:pos:R:3:forces:R:3
C 0.25983 -2.28762 -1.59648 0.164 -0.474 -0.247
O 0.25207 -1.07422 -0.84409 1.238 -0.968 -0.157
C 1.50139 -0.77805 -0.22339 1.176 -0.524 1.776
C 1.47568 0.40295 0.65885 0.525 1.078 0.060
O 0.34096 0.98664 0.45168 0.416 -0.205 0.113
C -0.43599 1.96638 1.31143 -0.387 0.902 0.639
C -1.86084 1.76115 0.87587 -0.275 1.774 1.872
Ca -1.36911 0.26163 -0.58419 -2.414 -1.038 -2.437
H -0.76435 -2.46314 -1.94124 0.173 -0.057 0.010
H 0.92732 -2.18567 -2.46138 -0.150 -0.099 0.202
H 0.58246 -3.11822 -0.95639 -0.103 0.155 -0.219
H 2.32889 -0.72721 -0.94906 -0.127 -0.306 0.401
H 0.00075 2.93950 1.06189 -0.096 -0.241 0.102
H -0.19542 1.68914 2.34383 0.008 0.044 -0.321
H -2.30044 2.67608 0.45828 0.072 -0.158 0.210
H -2.49351 1.39757 1.69607 0.133 0.216 -0.115
H 1.75031 -1.44693 0.69833 -0.352 -0.098 -1.890
```
Forces are in eV/Å.

- HOMO-LUMO gap: 0.288 Ha
- E_LUMO: -4.290 eV
- E: -27854.0698 eV
- Total charge: +1
- HOMO: -12.140 eV

Atomic partial charges in e from the Löwdin method, atoms 1 to 5: C -0.04; O -0.42; C -0.21; C 0.01; O -0.32

[5]
Density functional theory data (wB97M-V/def2-TZVPD) for a cluster of 2 separate species, CH2N3O2 in total at a distorted geometry.

XYZ file:
```
8
Properties=species:S:1:pos:R:3:forces:R:3
C -0.10360 -1.53217 0.04929 0.703 0.492 0.898
N -0.74527 1.11747 -0.29532 -2.748 1.893 -1.640
N 0.22224 0.48463 0.13442 0.160 -2.189 -0.406
N 1.23818 1.09157 0.48509 3.028 0.769 1.514
O 0.82227 -2.07679 0.50489 2.072 -0.560 0.636
O -1.19078 -1.63046 -0.36010 -2.283 0.405 -1.271
H -1.30651 0.45126 -0.78831 -0.960 -0.456 0.113
H 1.06346 2.09449 0.27003 0.028 -0.354 0.157
```
Forces are in eV/Å.

- HOMO-LUMO gap: 0.278 Ha
- E_LUMO: 4.216 eV
- E: -9634.1880 eV
- Total charge: -1
- HOMO: -3.343 eV

Atomic partial charges in e from the Löwdin method, atoms 1 to 5: C -0.61; N -0.06; N -0.40; N -0.06; O 0.08

Results for relative energy (zero: lowest compared OMol25 entry of this formula, charge and spin): 79.3 0.0 22.6 0.0 7.6 (in kcal/mol, following the order of the records).